--- P ---
Below is a cluster of 2 separate species, C8H16O2 in total, with properties calculated with the ωB97M-V functional and the def2-TZVPD basis.

XYZ file:
```
26
Properties=species:S:1:pos:R:3:mulliken_charge:R:1
C -1.555 -1.531 -1.049 -0.77
C -0.513 -0.702 -1.207 0.24
O -0.542 0.340 -2.108 -0.49
C 1.003 -1.418 -1.283 -0.57
C 1.352 -2.184 -0.058 -1.05
H -2.505 -1.356 -1.535 0.28
H -1.513 -2.333 -0.335 0.31
H -1.427 0.413 -2.486 0.37
H 0.961 -2.025 -2.186 0.42
H 1.638 -0.550 -1.448 0.32
H 0.826 -1.672 0.822 0.32
H 0.993 -3.211 -0.093 0.33
H 2.417 -2.140 0.159 0.30
C 1.021 2.264 1.634 -1.37
C 0.803 1.307 0.461 -0.41
C -0.388 0.389 0.727 1.28
C -1.737 1.094 0.684 -1.65
O -0.239 -0.561 1.537 -0.69
H 0.208 2.984 1.719 0.33
H 1.088 1.707 2.567 0.34
H 1.946 2.823 1.498 0.40
H 0.652 1.864 -0.464 0.32
H 1.695 0.688 0.359 0.26
H -1.807 1.771 1.536 0.47
H -2.535 0.363 0.776 0.40
H -1.843 1.677 -0.229 0.31
```

Computed properties:
HOMO-LUMO gap	8.8667	eV
SMILES string	C=C(O)CC.CCC(C)=O
LUMO energy	0.09	eV
HOMO level	-8.8	eV


--- Q ---
Below is a cluster of 2 separate species, C8H16O2 in total, with properties calculated with the ωB97M-V functional and the def2-TZVPD basis.

XYZ file:
```
26
Properties=species:S:1:pos:R:3:mulliken_charge:R:1
C -2.415 -2.683 -1.030 -0.59
C -1.749 -1.641 -0.180 -0.34
C -2.826 -1.632 0.967 -0.49
O -3.018 -2.990 1.187 -0.41
C -3.090 -3.758 -0.028 -0.35
H -1.710 -3.163 -1.736 0.34
H -3.202 -2.184 -1.626 0.27
H -1.694 -0.598 -0.548 0.20
H -0.737 -1.929 0.166 0.27
H -3.804 -1.242 0.628 0.31
H -2.460 -0.966 1.773 0.32
H -2.522 -4.677 0.214 0.24
H -4.133 -4.057 -0.252 0.24
C 2.554 2.488 -1.037 -0.55
C 3.424 3.101 0.078 -0.50
C 3.072 2.161 1.228 -0.42
O 1.843 1.533 0.966 -0.36
C 1.288 1.942 -0.287 -0.22
H 3.188 1.705 -1.495 0.27
H 2.406 3.284 -1.791 0.35
H 2.993 4.104 0.265 0.24
H 4.493 3.237 -0.178 0.34
H 2.931 2.711 2.179 0.24
H 3.869 1.410 1.389 0.24
H 0.741 1.084 -0.723 0.15
H 0.559 2.759 -0.128 0.23
```

Computed properties:
HOMO-LUMO gap	10.3829	eV
SMILES string	C1CCOC1.C1CCOC1
LUMO energy	0.93	eV
HOMO level	-9.5	eV


Stability order, top to bottom: Q, P


--- P ---
Below is a structure of composition C3H6OS2, with properties calculated with the ωB97M-V functional and the def2-TZVPD basis.

XYZ file:
```
12
Properties=species:S:1:pos:R:3:mulliken_charge:R:1
C -0.496 1.054 0.119 0.02
C 0.730 0.153 0.021 0.60
C 0.350 -1.267 -0.403 -1.42
O -0.278 1.228 -1.190 -0.51
S -2.164 0.365 0.489 -0.27
S 2.297 0.615 0.362 -0.21
H -0.480 1.979 0.684 0.35
H -0.327 -1.707 0.224 0.45
H 1.327 -1.860 -0.351 0.32
H -0.254 -1.305 -1.276 0.42
H -2.463 -0.539 -0.477 0.11
H 2.242 1.618 1.176 0.14
```

Computed properties:
HOMO-LUMO gap	9.2551	eV
LUMO energy	0.17	eV
HOMO level	-9.1	eV


--- Q ---
Below is the molecule C3H6OS2, with properties calculated with the ωB97M-V functional and the def2-TZVPD basis.

XYZ file:
```
12
Properties=species:S:1:pos:R:3:mulliken_charge:R:1
O -2.229 -0.384 -0.441 -0.51
C -0.842 -0.642 -0.794 -0.38
C -0.054 -0.596 0.486 -0.62
S 0.126 1.030 1.072 0.02
C 1.742 1.317 0.786 -0.17
S 2.551 2.710 1.059 -0.23
H -2.726 -0.137 -1.240 0.30
H -0.478 0.062 -1.511 0.35
H -0.745 -1.620 -1.290 0.30
H -0.616 -1.245 1.186 0.34
H 0.935 -1.050 0.390 0.38
H 2.336 0.553 0.296 0.24
```

Computed properties:
HOMO-LUMO gap	8.5012	eV
SMILES string	OCCSC=S
LUMO energy	-0.07	eV
HOMO level	-8.6	eV


--- R ---
Below is a structure of composition C3H6OS2, with properties calculated with the ωB97M-V functional and the def2-TZVPD basis.

XYZ file:
```
12
Properties=species:S:1:pos:R:3:mulliken_charge:R:1
C -2.647 -0.034 -1.235 0.06
C 0.897 0.146 0.670 -0.62
C 2.320 0.279 1.105 -0.29
H -0.798 -1.375 -1.547 0.17
H -3.080 0.834 -0.705 0.29
H 0.619 -0.911 0.642 0.31
H 0.787 0.529 -0.350 0.29
H 0.221 0.683 1.339 0.36
H 3.043 -0.242 0.470 0.28
O -3.251 -0.692 -2.036 -0.43
S -0.964 -0.316 -0.744 -0.20
S 2.852 1.099 2.389 -0.22
```

Computed properties:
HOMO-LUMO gap	8.5373	eV
LUMO energy	-0.20	eV
HOMO level	-8.7	eV


Stability order, top to bottom: Q, R, P


--- P ---
Below is a cluster of 16 separate species, H32O16 in total, with properties calculated with the ωB97M-V functional and the def2-TZVPD basis.

XYZ file:
```
48
Properties=species:S:1:pos:R:3:mulliken_charge:R:1
O 0.239 -2.547 -1.559 -0.71
H 0.574 -3.451 -1.691 0.29
H 0.209 -2.516 -0.608 0.33
O 0.454 1.161 -2.939 -0.61
H 1.228 1.059 -2.362 0.25
H 0.417 0.379 -3.481 0.29
O 0.979 0.999 2.770 -0.76
H 0.519 0.404 2.187 0.08
H 1.571 1.428 2.189 0.56
O -2.089 -1.549 0.267 -0.52
H -2.491 -2.249 0.725 0.21
H -2.855 -1.005 0.052 0.20
O -2.122 0.850 2.067 -0.65
H -1.727 0.861 2.916 0.33
H -1.970 -0.064 1.941 0.16
O -2.432 1.295 -1.647 -0.65
H -1.906 1.206 -2.477 0.31
H -2.796 0.411 -1.487 0.21
O 0.238 0.161 0.201 2.56
H -0.079 0.996 -0.141 -0.16
H -0.442 -0.502 0.061 -0.66
O 2.674 -1.101 -2.135 -0.66
H 3.273 -1.692 -1.671 0.33
H 1.917 -1.387 -1.682 0.23
O -0.789 -1.633 3.234 -0.65
H -1.704 -1.810 3.355 0.31
H -0.465 -2.113 2.454 0.30
O -2.078 -1.422 -2.657 -0.63
H -1.550 -1.592 -3.403 0.29
H -1.477 -1.743 -1.992 0.35
O 0.089 -3.091 1.096 -0.71
H -0.563 -3.806 1.027 0.30
H 0.846 -3.531 1.477 0.25
O 2.699 -0.873 0.944 -0.67
H 1.842 -0.550 0.726 -0.09
H 2.706 -1.010 1.871 0.33
O 2.758 1.535 -1.467 -0.82
H 3.113 0.686 -1.404 0.41
H 2.452 1.699 -0.580 0.42
O 2.499 2.478 1.022 -0.81
H 2.902 3.231 1.477 0.33
H 1.597 2.890 0.946 0.27
O -0.005 2.927 -0.062 -0.82
H -0.932 3.039 0.261 0.31
H -0.115 3.334 -0.911 0.29
O -2.548 3.093 0.421 -0.78
H -2.349 2.686 -0.441 0.40
H -2.313 2.427 1.107 0.47
```

Computed properties:
HOMO-LUMO gap	9.2885	eV
LUMO energy	-0.92	eV
HOMO level	-10.2	eV


--- Q ---
Below is a cluster of 16 separate species, H32O16 in total, with properties calculated with the ωB97M-V functional and the def2-TZVPD basis.

XYZ file:
```
48
Properties=species:S:1:pos:R:3:mulliken_charge:R:1
O 0.320 -2.266 1.594 -0.65
H 0.841 -1.618 1.105 0.38
H -0.533 -1.843 1.730 0.31
O -5.276 2.659 -0.007 -0.65
H -4.588 3.330 0.118 0.33
H -4.646 1.916 -0.030 0.30
O 1.099 -3.714 -0.598 -0.72
H 0.593 -3.717 0.243 0.39
H 2.009 -3.517 -0.347 0.31
O 2.864 2.130 -1.925 -0.67
H 2.181 1.712 -1.360 0.51
H 2.657 3.091 -1.896 0.31
O -4.585 -2.080 -0.605 -0.64
H -4.796 -1.853 -1.509 0.31
H -3.660 -2.123 -0.353 0.31
O 0.287 1.578 -1.272 -0.67
H 0.678 1.936 -2.090 0.42
H 0.415 0.615 -1.334 0.05
O -2.574 -4.176 0.141 -0.62
H -3.502 -3.895 0.183 0.31
H -2.576 -4.446 -0.788 0.32
O -2.244 0.554 -0.334 -0.46
H -2.804 0.476 0.454 0.31
H -1.891 -0.343 -0.463 0.18
O 1.760 0.103 0.633 -0.57
H 2.791 0.067 0.580 0.28
H 1.847 -0.193 1.556 0.31
O 3.693 1.270 3.718 -0.63
H 4.309 1.518 3.024 0.32
H 3.412 0.355 3.736 0.30
O -0.272 -1.618 -1.362 -0.61
H 0.546 -2.093 -0.961 0.39
H -0.683 -2.443 -1.650 0.26
O 1.272 3.835 -0.240 -0.61
H 0.683 3.220 -0.710 0.39
H 0.794 4.614 0.055 0.31
O 4.069 0.091 -0.352 -0.73
H 4.179 -0.380 -1.185 0.37
H 4.028 0.984 -0.768 0.34
O -2.818 0.127 2.789 -0.59
H -2.824 -0.628 3.379 0.30
H -1.957 0.514 2.646 0.26
O -1.304 2.577 1.105 -0.57
H -0.995 2.305 0.220 0.24
H -1.066 1.745 1.541 0.26
O 2.865 -0.434 -2.752 -0.67
H 3.441 0.258 -3.106 0.34
H 1.960 -0.199 -2.552 0.33
```

Computed properties:
HOMO-LUMO gap	10.5281	eV
LUMO energy	-0.22	eV
HOMO level	-10.7	eV


Stability order, top to bottom: P, Q